No. 1
A molecular structure, C22H19BrCl2N5O2Tc. Source: the OMol25 dataset; level of theory: ωB97M-V/def2-TZVPD.

Last column: Löwdin spin population.
Geometry (Å):
Tc -0.1083 0.4634 -0.5175  0.617
Cl 6.5690 1.1767 0.9585  0.000
C 5.0893 0.7729 0.1353  0.000
C 3.8866 1.1795 0.7033  -0.001
C 2.6849 0.8742 0.0831  0.001
N 1.4247 1.2521 0.5740  -0.004
C 1.1856 1.9957 1.6561  0.005
O 1.9620 2.4928 2.4709  0.014
C -0.3134 2.2492 1.8334  0.005
C -0.7446 3.0600 2.8705  -0.001
C -2.1029 3.2736 3.0232  0.006
C -2.9871 2.6949 2.1248  -0.001
C -2.4764 1.9108 1.1048  0.004
N -1.1737 1.6741 0.9771  0.000
C 2.6909 0.1473 -1.1414  0.001
C 3.9021 -0.2448 -1.6921  0.000
C 5.0962 0.0673 -1.0507  0.000
Cl 6.5860 -0.4563 -1.7826  0.000
N 1.4362 -0.1159 -1.7139  -0.002
C 1.2135 -0.7406 -2.8745  0.001
O 2.0106 -1.2003 -3.6901  0.004
C -0.2825 -0.8530 -3.1854  0.002
C -0.6814 -1.4369 -4.3771  0.000
C -2.0360 -1.5412 -4.6413  0.002
C -2.9488 -1.0578 -3.7163  0.000
C -2.4675 -0.4814 -2.5523  0.002
N -1.1688 -0.3885 -2.2933  0.012
H 3.8826 1.7344 1.6275  0.000
H 0.0004 3.4898 3.5237  0.000
H -2.4702 3.8939 3.8317  0.000
H -4.0549 2.8478 2.1993  0.000
H -3.1127 1.4593 0.3557  0.000
H 3.9125 -0.7922 -2.6203  0.000
H 0.0821 -1.7898 -5.0545  0.000
H -2.3784 -1.9944 -5.5636  0.000
H -4.0153 -1.1165 -3.8852  0.000
H -3.1306 -0.0758 -1.7994  0.000
C -2.4317 -1.8824 1.4586  0.002
C -0.9144 -1.7019 1.5311  0.040
C -0.5332 -0.9836 2.8301  0.016
C -0.2307 -3.0773 1.5085  0.005
N -0.4793 -1.0159 0.3389  0.241
H -2.7903 -2.4718 2.3075  0.000
H -2.7071 -2.3927 0.5344  0.002
H -2.9346 -0.9134 1.4800  0.000
H -0.7415 -1.6234 3.6924  0.004
H -1.0999 -0.0615 2.9610  0.000
H 0.5310 -0.7415 2.8322  0.000
H -0.5339 -3.6764 2.3721  0.000
H 0.8529 -2.9557 1.5316  0.000
H -0.4916 -3.6125 0.5951  0.003
Br -0.4575 2.6857 -1.8750  0.017

Summary:
2S+1: 2
total charge: -1
ΔE to the lowest compared entry with this formula, charge and spin: 0.0 kJ/mol
HOMO energy (spin up / spin down): -3.5965 / -4.4703 eV

No. 2
A molecular structure, C22H19Cl2GaN5O5S2. Source: the OMol25 dataset; level of theory: ωB97M-V/def2-TZVPD.

Last column: natural (NBO) charge in e.
Geometry (Å):
Ga -0.6856 -0.0986 -0.0408  1.719
N -1.2150 -4.0778 -1.3849  -0.814
C -0.8180 -2.7669 -1.3018  0.290
S -2.0846 -1.5746 -1.2117  -0.263
N 0.4620 -2.5252 -1.3377  -0.452
N 0.6963 -1.1643 -1.2647  -0.374
C 1.7153 -0.6823 -1.8590  0.159
C 2.0048 0.7385 -1.8841  -0.232
C 3.2246 1.1429 -2.4342  -0.155
C 3.5927 2.4707 -2.5020  -0.296
C 2.7034 3.4296 -2.0148  -0.189
C 1.4880 3.0610 -1.4810  -0.295
C 1.0962 1.7109 -1.3986  0.493
O -0.0852 1.4493 -0.8952  -0.863
H -2.1054 -4.2703 -0.9543  0.399
H -0.4844 -4.7497 -1.2070  0.382
H 2.3878 -1.3628 -2.3848  0.178
H 3.8948 0.3754 -2.8070  0.198
H 4.5447 2.7600 -2.9258  0.202
H 2.9694 4.4791 -2.0529  0.202
H 0.7941 3.7942 -1.0939  0.226
C 2.3948 -6.8771 3.5794  -0.629
C 1.6051 -5.6167 3.3584  -0.004
C 1.0146 -4.9451 4.4202  -0.230
C 0.2921 -3.7769 4.2141  -0.182
C 0.1507 -3.2866 2.9297  -0.356
C 0.7299 -3.9412 1.8498  -0.129
C 1.4549 -5.0978 2.0722  -0.228
S -0.8165 -1.8268 2.6199  2.353
O -0.9971 -1.1607 3.8821  -0.952
O -1.9586 -2.2604 1.8686  -0.927
N 0.1113 -0.9861 1.5977  -1.070
C 1.3310 -0.4855 2.0252  0.401
C 1.9600 -0.8030 3.2360  -0.301
C 3.1915 -0.2431 3.4995  -0.144
C 3.7812 0.6161 2.5799  -0.316
C 3.0742 0.8808 1.4207  0.060
N 1.8887 0.3490 1.1561  -0.474
H 2.4577 -7.1218 4.6391  0.210
H 3.4102 -6.7752 3.1940  0.216
H 1.9341 -7.7220 3.0653  0.216
H 1.1252 -5.3359 5.4248  0.204
H -0.1603 -3.2382 5.0350  0.239
H 0.6306 -3.5227 0.8549  0.241
H 1.9206 -5.6058 1.2355  0.205
H 1.4892 -1.4427 3.9664  0.232
H 3.6886 -0.4739 4.4339  0.204
H 4.7438 1.0726 2.7593  0.209
H 3.4630 1.5552 0.6651  0.200
Cl -0.0354 2.4583 2.1546  0.007
C -1.7101 2.8870 1.7834  -0.295
Cl -1.7886 3.9651 0.3619  -0.033
C -2.6162 1.6660 1.5535  0.778
O -3.6996 1.7185 2.0988  -0.619
O -2.1960 0.7358 0.7873  -0.837
H -2.1057 3.4475 2.6232  0.234

Summary:
2S+1: 1
total charge: -1
HOMO energy: -5.2705 eV

No. 3
C22H19ClN4OS2 in the gas phase. Source: the OMol25 dataset; level of theory: ωB97M-V/def2-TZVPD.

Last column: natural (NBO) charge in e.
Geometry (Å):
C -2.5408 -0.8525 3.3340  -0.385
C -1.8484 -0.5033 2.2671  -0.198
C -1.4108 -1.4695 1.2056  -0.253
N -1.4437 -0.8723 -0.1054  -0.359
C -2.4652 -0.1480 -0.6531  0.150
S -4.0035 0.1133 0.1292  0.241
C -3.8189 1.9012 0.6272  -0.512
C -2.6217 2.5027 0.0043  0.103
C -2.6063 3.2775 -1.1202  -0.393
S -1.0026 3.6551 -1.5754  0.427
C -0.4365 2.7136 -0.2061  0.081
C 0.9663 2.4931 0.0534  -0.125
C 1.9493 3.0460 -0.7686  -0.128
C 3.2847 2.7792 -0.5446  -0.249
C 3.6482 1.9499 0.5066  -0.036
Cl 5.3146 1.5916 0.7738  0.013
C 2.6874 1.3997 1.3426  -0.215
C 1.3553 1.6745 1.1170  -0.165
N -1.3952 2.2076 0.4987  -0.470
N -2.1218 0.3238 -1.8201  -0.283
N -0.8677 -0.0612 -2.0589  -0.288
C -0.4563 -0.7873 -1.0454  0.301
C 0.8688 -1.3844 -0.9564  -0.094
C 1.9712 -0.6076 -1.3027  -0.166
C 3.2523 -1.1105 -1.1912  -0.232
C 3.4494 -2.4026 -0.7323  -0.178
C 2.3622 -3.2045 -0.4375  -0.260
C 1.0692 -2.7140 -0.5637  0.296
O 0.0143 -3.5600 -0.2779  -0.536
C -0.7737 -3.9239 -1.3946  -0.247
H -2.8125 -0.1383 4.0916  0.200
H -2.8628 -1.8679 3.4961  0.190
H -1.5383 0.5210 2.1059  0.229
H -0.3774 -1.7778 1.3959  0.240
H -2.0409 -2.3649 1.2164  0.218
H -4.7325 2.3959 0.3064  0.236
H -3.7415 1.8944 1.7133  0.235
H -3.4386 3.6242 -1.6973  0.245
H 1.6596 3.6808 -1.5929  0.215
H 4.0424 3.2042 -1.1838  0.231
H 2.9847 0.7596 2.1583  0.232
H 0.5989 1.2555 1.7602  0.233
H 1.7983 0.3966 -1.6546  0.232
H 4.0964 -0.4931 -1.4563  0.220
H 4.4492 -2.7955 -0.6263  0.216
H 2.4937 -4.2255 -0.1130  0.226
H -1.5938 -4.5227 -1.0026  0.195
H -1.1746 -3.0520 -1.9200  0.183
H -0.1905 -4.5219 -2.1028  0.179

Summary:
2S+1: 1
structure (SMILES): C=CCn1c(SCc2csc(-c3ccc(Cl)cc3)n2)nnc1-c1ccccc1OC
total charge: 0
ΔE to the lowest compared entry with this formula, charge and spin: 6.7 kJ/mol
HOMO energy: -8.3297 eV

No. 4
A molecular structure, C22H19CoN2OS2Te. Source: the OMol25 dataset; level of theory: ωB97M-V/def2-TZVPD.

Last column: Löwdin spin population.
Geometry (Å):
Co 0.4473 -2.1688 -2.4201  2.648
C 1.1264 -1.4615 1.7795  0.003
C 1.3119 -1.8217 0.3367  0.011
N 0.3410 -1.7160 -0.4989  0.054
N -0.9186 -1.3680 -0.0038  0.007
C -1.8859 -1.7781 -0.7564  0.015
S -1.7540 -2.6720 -2.2437  0.093
S -3.5745 -1.4897 -0.3032  0.008
C -3.4946 0.2807 0.0269  0.001
C -3.3799 0.7672 1.4517  0.000
C -3.8965 2.0296 1.7401  0.000
C -3.7595 2.6253 2.9625  0.000
C -3.1227 1.9160 3.9817  0.000
C -2.5936 0.6468 3.7356  0.000
C -2.7299 0.0749 2.4746  0.000
C 2.6439 -2.3199 -0.1201  0.006
C 3.6833 -2.3477 0.8612  -0.001
C 4.9728 -2.7990 0.6255  0.006
C 5.2752 -3.2602 -0.6532  0.000
C 4.3172 -3.2749 -1.6543  0.007
C 2.9890 -2.8403 -1.4074  0.008
O 2.1550 -2.9293 -2.4248  0.118
H 0.1370 -1.0800 1.9865  0.000
H 1.8116 -0.6559 2.0418  0.000
H 1.3210 -2.3107 2.4574  0.000
H -4.4234 0.6353 -0.3977  0.000
H -2.6572 0.6431 -0.5912  0.000
H -4.4279 2.5246 0.9263  0.000
H -4.2117 3.5715 3.1689  0.000
H -3.0590 2.3423 4.9764  0.000
H -2.1097 0.0769 4.5103  0.000
H -2.3222 -0.9116 2.2684  0.000
H 3.4450 -2.0112 1.8626  0.000
H 5.7012 -2.8889 1.4201  0.000
H 6.2797 -3.6368 -0.8800  0.000
H 4.5624 -3.6110 -2.6538  0.000
Te 0.7557 -0.0606 -4.1887  0.828
C 0.2842 1.6706 -3.0825  0.072
C -0.0046 1.5864 -1.7230  0.037
C -0.2053 2.7513 -0.9990  -0.005
C -0.0322 3.9827 -1.5983  0.044
C 0.2848 4.0901 -2.9404  -0.004
C 0.4173 2.9281 -3.6863  0.040
H -0.0707 0.6223 -1.2310  0.000
H -0.4926 2.7022 0.0375  -0.001
H -0.1872 4.8795 -1.0349  0.003
H 0.4291 5.0606 -3.3987  -0.001
H 0.6216 3.0053 -4.7407  0.001

Summary:
2S+1: 5
total charge: 0
HOMO energy (spin up / spin down): -7.7293 / -8.0185 eV